[1]
C5H15BFNO5S | ωB97M-V with the def2-TZVPD basis set

Atoms and positions in Å:
C: -2.448 -1.230 -1.244
C: -1.858 -0.542 -0.014
O: -1.976 0.850 -0.194
C: -0.390 -0.960 0.243
O: 0.376 0.197 0.635
B: 1.708 0.057 0.642
C: 2.700 -0.165 -0.542
C: 2.427 0.682 -1.814
N: 1.051 0.820 -2.267
S: 2.424 0.072 2.424
O: 1.645 0.771 3.385
O: 2.724 -1.313 2.631
F: 3.815 0.811 2.327
H: -1.794 -2.027 -1.600
H: -2.591 -0.500 -2.035
H: -3.399 -1.698 -1.004
H: -2.433 -0.832 0.868
H: -1.976 1.271 0.669
H: -0.346 -1.686 1.056
H: 0.052 -1.440 -0.633
H: 2.716 -1.225 -0.810
H: 3.700 0.079 -0.178
H: 2.857 1.674 -1.695
H: 2.988 0.217 -2.627
H: 0.553 1.544 -1.771
H: 0.533 -0.040 -2.166
O: -3.979 1.435 1.968
H: -4.742 0.855 1.884
H: -4.335 2.322 1.863

net charge = 0
HOMO-LUMO gap = 9.4 eV
SMILES = C[C@H](O)COB(CCN)S(=O)(=O)F.O
LUMO energy = 0.07 eV

[2]
C3H9N3O | ωB97M-V with the def2-TZVPD basis set

Atoms and positions in Å:
C: -0.339 -0.097 -1.945
C: -0.557 -0.946 1.970
N: -0.431 1.143 -1.198
C: 1.399 1.018 0.357
N: 2.132 0.807 1.300
O: -1.090 -1.111 -1.345
N: 0.624 1.528 -0.410
H: -1.956 -0.757 -1.108
H: -0.660 1.941 -1.779
H: 3.120 0.641 1.229
H: 0.404 -1.024 2.452
H: -0.699 0.082 -2.971
H: 0.690 -0.476 -1.987
H: -0.512 -1.392 0.985
H: -1.305 -1.456 2.566
H: -0.819 0.098 1.884

energy relative to the best compared isomer or geometry (same formula, charge and spin) = 303.0 kJ/mol
net charge = 0
HOMO-LUMO gap = 9.6 eV
SMILES = N=C=NNCO.C
LUMO energy = 0.81 eV

[3]
C54H62N7O6S2 | ωB97M-V with the def2-TZVPD basis set

Atoms and positions in Å:
C: 7.581 2.201 0.207
C: 6.255 2.852 -0.457
C: 4.924 2.343 0.323
O: 3.779 2.906 -0.380
C: 2.682 1.927 -0.434
N: 1.579 2.581 -1.170
C: 0.583 3.408 -0.547
N: 0.489 4.218 0.485
C: 1.694 4.399 1.351
C: -0.743 5.009 0.868
C: -1.995 4.082 1.242
C: -3.326 4.421 0.475
C: -4.640 3.630 0.644
C: -4.626 2.430 1.631
C: -3.315 2.087 2.408
C: -3.420 0.797 3.385
C: -1.980 2.897 2.232
N: -0.606 3.293 -1.444
C: -0.612 1.969 -2.199
C: -0.782 2.272 -3.765
C: -1.328 1.042 -4.658
N: -2.394 1.612 -5.580
N: -0.157 0.498 -5.435
N: -1.981 -0.047 -3.889
C: 0.761 1.375 -1.629
C: 0.564 0.146 -0.616
C: -0.644 -0.866 -1.041
C: -0.582 -2.065 0.071
S: -0.272 -3.716 -0.715
C: 1.511 -4.197 -0.552
S: 2.101 -4.622 0.972
N: 2.396 -4.203 -1.735
C: 3.836 -4.243 -1.338
C: 4.794 -4.026 -2.642
O: 3.962 -4.071 -3.835
C: 3.197 -2.841 -3.798
C: 2.128 -2.997 -2.585
H: 8.499 2.532 -0.386
H: 7.690 2.541 1.301
H: 7.472 1.066 0.142
H: 6.173 2.645 -1.582
H: 6.302 3.993 -0.327
H: 4.879 1.199 0.407
H: 4.973 2.857 1.356
H: 3.148 1.015 -0.973
H: 2.454 1.692 0.677
H: 1.915 3.376 1.844
H: 2.620 4.787 0.814
H: 1.495 5.113 2.231
H: -0.532 5.716 1.747
H: -1.005 5.658 -0.035
H: -3.324 5.294 -0.272
H: -5.562 3.901 0.037
H: -5.594 1.828 1.726
H: -3.156 1.170 4.429
H: -2.741 -0.063 3.021
H: -4.512 0.446 3.409
H: -1.035 2.618 2.799
H: -0.278 3.925 -2.211
H: -1.612 1.536 -1.870
H: -1.524 3.158 -3.846
H: 0.219 2.666 -4.158
H: -3.175 1.847 -4.931
H: -1.959 2.490 -5.932
H: 0.685 0.497 -4.833
H: 0.016 1.210 -6.173
H: -2.400 -0.762 -4.498
H: -2.736 0.415 -3.339
H: 1.333 0.980 -2.544
H: 0.280 0.582 0.407
H: 1.489 -0.545 -0.534
H: -0.531 -1.272 -2.097
H: -1.659 -0.350 -0.851
H: 0.211 -1.810 0.875
H: -1.579 -2.111 0.647
H: 4.135 -3.426 -0.586
H: 4.151 -5.259 -0.901
H: 5.381 -3.045 -2.581
H: 5.569 -4.868 -2.721
H: 2.625 -2.785 -4.787
H: 3.830 -1.911 -3.588
H: 2.153 -2.076 -1.878
H: 1.089 -3.037 -3.075
C: 3.624 -12.635 -1.065
C: 2.625 -13.348 -1.726
C: 1.684 -12.675 -2.498
C: 1.732 -11.285 -2.602
C: 2.717 -10.569 -1.920
C: 3.671 -11.249 -1.161
C: 2.749 -9.090 -1.982
O: 3.613 -8.464 -1.389
C: 1.713 -8.383 -2.767
C: 1.696 -6.988 -2.787
C: 0.735 -6.314 -3.531
C: -0.208 -7.030 -4.266
C: -0.198 -8.421 -4.244
C: 0.757 -9.100 -3.486
C: 0.737 -10.579 -3.440
O: -0.090 -11.207 -4.079
H: 4.363 -13.162 -0.470
H: 2.582 -14.429 -1.641
H: 0.912 -13.236 -3.015
H: 4.448 -10.699 -0.639
H: 2.428 -6.425 -2.221
H: 0.721 -5.229 -3.541
H: -0.954 -6.504 -4.853
H: -0.938 -8.973 -4.814
C: -6.703 6.084 8.870
C: -6.932 4.956 8.085
C: -6.272 4.808 6.870
C: -5.388 5.794 6.431
C: -5.178 6.935 7.206
C: -5.829 7.072 8.433
C: -4.281 8.012 6.729
O: -4.093 9.007 7.407
C: -3.622 7.865 5.411
C: -2.819 8.897 4.922
C: -2.186 8.763 3.691
C: -2.344 7.595 2.949
C: -3.147 6.566 3.430
C: -3.796 6.704 4.658
C: -4.677 5.619 5.145
O: -4.819 4.597 4.493
H: -7.212 6.195 9.822
H: -7.625 4.191 8.421
H: -6.451 3.924 6.265
H: -5.659 7.951 9.047
H: -2.690 9.809 5.497
H: -1.567 9.569 3.311
H: -1.844 7.488 1.991
H: -3.271 5.661 2.845

net charge = +1
HOMO-LUMO gap = 7.0 eV
LUMO energy = -3.11 eV

[4]
C16H32N4O2 | ωB97M-V with the def2-TZVPD basis set

Atoms and positions in Å:
C: 3.097 -1.722 1.223
C: 3.158 -0.925 -0.106
C: 4.368 -1.366 -0.966
C: 3.139 0.600 0.139
C: 1.946 1.345 -0.484
C: 2.132 1.495 -1.994
C: 0.608 0.676 -0.161
O: -0.330 1.684 0.208
C: -1.443 1.180 0.860
O: -2.025 0.171 0.093
C: -3.383 -0.058 0.403
C: -4.001 -1.008 -0.610
N: -3.508 -0.758 -1.971
H: 3.738 -2.600 1.181
H: 2.077 -2.039 1.436
H: 3.424 -1.113 2.065
H: 2.264 -1.213 -0.658
H: 5.072 -1.964 -0.394
H: 4.031 -1.989 -1.798
H: 4.888 -0.519 -1.406
H: 4.046 1.025 -0.294
H: 3.183 0.834 1.203
H: 1.910 2.340 -0.036
H: 3.052 2.030 -2.227
H: 1.287 2.004 -2.456
H: 2.214 0.503 -2.448
H: 0.711 -0.039 0.662
H: 0.239 0.127 -1.029
H: -2.140 2.015 0.984
H: -1.157 0.797 1.852
H: -3.463 -0.511 1.396
H: -3.935 0.889 0.426
H: -3.732 -2.032 -0.353
H: -5.084 -0.897 -0.528
H: -3.529 0.234 -2.174
H: -4.137 -1.186 -2.638
C: -1.389 4.328 -1.259
C: -1.015 5.080 -2.447
N: -0.721 5.670 -3.386
H: -1.791 3.355 -1.533
H: -0.525 4.155 -0.622
H: -2.141 4.872 -0.689
C: -8.822 -1.589 0.392
C: -7.633 -1.207 1.139
N: -6.697 -0.906 1.729
H: -9.337 -2.405 0.894
H: -9.504 -0.745 0.311
H: -8.550 -1.914 -0.610
C: 6.438 -3.121 3.106
C: 6.826 -2.111 2.133
N: 7.131 -1.314 1.368
H: 6.200 -4.058 2.604
H: 7.249 -3.301 3.809
H: 5.561 -2.793 3.661

energy relative to the best compared isomer or geometry (same formula, charge and spin) = 48.4 kJ/mol
net charge = 0
HOMO-LUMO gap = 9.7 eV
SMILES = CC(C)C[C@@H](C)COCOCCN.CC#N.CC#N.CC#N
LUMO energy = 0.46 eV

[5]
C16H19AsF3NO3S4W | ωB97M-V with the def2-TZVPD basis set

Atoms and positions in Å:
W: -0.539 0.242 -0.070
C: 1.934 -1.828 0.705
O: 1.441 -0.868 -0.255
C: 2.444 -0.461 -1.202
C: 1.735 0.418 -2.188
O: 0.850 1.273 -1.405
C: 1.506 2.525 -1.013
C: 2.225 2.393 0.319
O: 1.582 1.371 1.066
C: 2.044 1.333 2.424
H: 2.246 -2.731 0.183
H: 1.135 -2.057 1.399
H: 2.778 -1.389 1.237
H: 2.870 -1.333 -1.704
H: 3.240 0.046 -0.655
H: 1.105 -0.139 -2.862
H: 2.408 1.029 -2.783
H: 0.726 3.275 -1.000
H: 2.197 2.791 -1.808
H: 2.170 3.356 0.836
H: 3.282 2.139 0.200
H: 1.600 2.147 2.999
H: 3.132 1.423 2.435
H: 1.759 0.381 2.859
S: -1.101 2.490 0.347
As: -2.433 1.250 1.556
S: -0.837 -0.251 2.172
S: -2.839 0.087 -0.353
S: -3.840 1.845 2.818
N: -0.718 -1.310 -2.818
C: -0.668 -1.198 -1.592
H: -0.948 -2.229 -3.198
F: -3.913 -8.164 2.558
C: -2.622 -8.110 2.245
F: -2.361 -9.066 1.353
F: -1.908 -8.361 3.344
C: -2.236 -6.755 1.678
C: -0.902 -6.555 1.325
C: -0.513 -5.342 0.811
C: -1.477 -4.328 0.635
C: -2.822 -4.544 0.987
C: -3.194 -5.762 1.519
C: -1.117 -3.096 0.087
C: -0.830 -2.001 -0.400
H: -0.184 -7.353 1.462
H: 0.518 -5.164 0.534
H: -3.550 -3.758 0.844
H: -4.220 -5.949 1.804

energy relative to the best compared isomer or geometry (same formula, charge and spin) = 198.5 kJ/mol
net charge = +2
HOMO-LUMO gap = 6.2 eV
LUMO energy = -9.01 eV

[6]
C2H6O2 | ωB97M-V with the def2-TZVPD basis set

Atoms and positions in Å:
O: -0.427 -0.632 -1.138
C: 0.692 -0.101 -0.495
C: 0.352 1.187 0.212
O: -0.765 1.655 0.155
H: -1.195 -1.553 0.844
H: 1.093 -0.805 0.252
H: 1.505 0.102 -1.210
H: -1.271 -1.549 1.585
H: 1.160 1.685 0.779
H: -1.143 0.010 -0.984

energy relative to the best compared isomer or geometry (same formula, charge and spin) = 149.6 kJ/mol
net charge = 0
HOMO-LUMO gap = 11.7 eV
SMILES = [H][H].O=CCO
LUMO energy = 0.98 eV

[7]
C7H8N2O3 | ωB97M-V with the def2-TZVPD basis set

Atoms and positions in Å:
C: 2.811 -0.631 -0.258
C: 2.418 0.624 -0.708
C: 1.888 -1.513 0.284
C: 1.067 0.912 -0.692
C: 0.583 -1.235 0.260
C: 0.138 0.026 -0.087
C: -1.286 0.453 -0.110
N: -1.586 1.727 0.169
N: -2.426 -0.266 -0.749
O: -2.082 -1.115 -1.536
O: -3.565 0.024 -0.459
O: -1.869 -0.904 1.549
H: 3.912 -0.714 -0.354
H: 3.126 1.399 -0.940
H: 2.179 -2.526 0.581
H: 0.883 1.974 -1.052
H: -0.125 -2.013 0.623
H: -2.628 1.953 0.407
H: -0.979 2.425 0.772
H: -2.459 -0.599 2.301

energy relative to the best compared isomer or geometry (same formula, charge and spin) = 615.4 kJ/mol
net charge = 0
HOMO-LUMO gap = 7.9 eV
LUMO energy = -0.94 eV

[8]
C46H34N4O3PRhS2Si | ωB97M-V with the def2-TZVPD basis set

Atoms and positions in Å:
Rh: -1.037 -0.538 0.116
O: 1.166 1.022 -1.132
C: 0.817 -0.220 -0.789
C: 1.808 -1.210 -0.790
C: 3.176 -0.997 -1.117
C: 4.074 -2.028 -1.044
C: 3.679 -3.313 -0.657
C: 2.341 -3.561 -0.364
C: 1.424 -2.539 -0.437
P: -0.366 -2.725 -0.253
C: -0.802 -3.634 -1.754
C: -2.128 -4.056 -1.911
C: -2.516 -4.750 -3.034
C: -1.604 -5.000 -4.054
C: -0.310 -4.509 -3.943
C: 0.093 -3.831 -2.812
C: -0.535 -3.901 1.090
C: -1.286 -5.077 1.069
C: -1.387 -5.848 2.207
C: -0.750 -5.466 3.381
C: 0.000 -4.297 3.409
C: 0.108 -3.524 2.278
H: 3.488 -0.009 -1.426
H: 5.113 -1.853 -1.299
H: 4.406 -4.112 -0.609
H: 2.012 -4.557 -0.088
H: -2.851 -3.800 -1.149
H: -3.541 -5.084 -3.121
H: -1.901 -5.554 -4.935
H: 0.399 -4.661 -4.747
H: 1.105 -3.456 -2.748
H: -1.777 -5.386 0.159
H: -1.970 -6.760 2.185
H: -0.841 -6.071 4.272
H: 0.490 -3.992 4.326
H: 0.674 -2.603 2.287
S: -2.206 0.449 -2.200
C: -3.664 -0.099 -1.487
S: -3.452 -1.143 -0.137
C: -4.927 0.264 -1.952
C: -5.144 1.209 -2.956
N: -5.414 1.979 -3.774
C: -6.117 -0.290 -1.472
N: -7.149 -0.715 -1.171
C: -3.316 4.294 0.067
C: -2.360 5.088 -0.546
C: -1.100 4.578 -0.799
C: -0.762 3.272 -0.446
C: -1.737 2.499 0.174
C: -3.004 2.994 0.429
Si: 0.969 2.586 -0.807
C: 1.541 3.246 -2.495
C: 2.635 4.090 -2.650
C: 3.071 4.481 -3.904
C: 2.401 4.047 -5.036
C: 1.309 3.201 -4.905
C: 0.887 2.809 -3.648
C: 2.072 3.128 0.642
C: 1.654 4.108 1.543
C: 2.423 4.457 2.636
C: 3.641 3.830 2.859
C: 4.068 2.841 1.985
C: 3.288 2.495 0.900
H: -4.304 4.688 0.259
H: -2.605 6.104 -0.832
H: -0.356 5.204 -1.277
H: -1.491 1.462 0.468
H: -3.750 2.367 0.902
H: 3.154 4.440 -1.768
H: 3.935 5.130 -4.002
H: 2.718 4.379 -6.017
H: 0.780 2.852 -5.784
H: 0.035 2.152 -3.549
H: 0.703 4.595 1.383
H: 2.075 5.215 3.327
H: 4.240 4.094 3.720
H: 5.008 2.335 2.170
H: 3.610 1.700 0.247
C: 1.338 1.281 4.308
N: 0.197 0.430 4.097
C: -0.577 -0.015 5.122
C: -1.638 -0.801 4.901
C: -1.992 -1.201 3.529
O: -2.922 -1.959 3.305
N: -1.228 -0.638 2.543
C: -0.176 0.129 2.778
O: 0.513 0.615 1.867
H: 1.487 1.425 5.379
H: 1.183 2.248 3.821
H: 2.227 0.827 3.863
H: -0.283 0.311 6.115
H: -2.254 -1.158 5.710

multiplicity = 5
energy relative to the best compared isomer or geometry (same formula, charge and spin) = 0.0 kJ/mol
net charge = -2
expectation value of S² = 6.05
HOMO-LUMO gap (spin up / spin down) = 4.4 / 6.1 eV
LUMO energy (spin up / spin down) = 3.99 / 3.98 eV

Which value of net charge does entry 2 give? 0